Entry 1:
Entry from the Open Molecules 2025 dataset: a 6-piece molecular cluster, C6H22O6 overall at a distorted geometry (ωB97M-V with the def2-TZVPD basis set).

Last column: Mulliken charge in e.
Cartesian coordinates (Å):
C (-0.01103, -0.24555, -0.40600)  1.13
O (0.43912, 1.06207, -0.59877)  -0.88
H (-1.07240, -0.29454, -0.16272)  -1.28
H (0.08718, -0.86176, -1.29972)  0.45
H (0.52295, -0.57485, 0.48537)  -0.36
C (2.56406, -1.34719, 1.31749)  -0.43
O (3.25640, -0.21783, 1.65148)  -0.95
H (2.28476, -1.93819, 2.18973)  0.30
H (1.73449, -1.07857, 0.66345)  -0.39
H (3.26731, -1.92755, 0.72023)  0.42
C (-2.13263, -0.22316, -2.15728)  -0.82
O (-2.47929, 1.09212, -1.85294)  -0.43
H (-1.10563, -0.24357, -2.52190)  0.16
H (-2.30280, -0.82916, -1.26739)  0.51
H (-2.72859, -0.45227, -3.04071)  0.29
H (-3.41860, 1.25405, -1.96726)  0.24
C (2.70855, -0.47707, -1.86957)  -0.49
O (3.21505, 0.64303, -1.14581)  -0.33
H (2.50322, -1.28753, -1.17020)  0.14
H (1.74319, -0.27826, -2.33503)  0.07
H (3.39718, -0.80475, -2.64836)  0.41
H (4.16890, 0.61994, -1.25183)  0.22
C (0.04199, 0.90740, 2.38010)  -0.11
O (0.34369, 2.03797, 1.52979)  -0.32
H (0.07178, 1.48112, 3.30641)  0.32
H (-0.90977, 0.53316, 2.00301)  -0.32
H (0.72785, 0.08218, 2.18850)  -0.05
H (-0.48247, 2.51676, 1.43072)  0.22
C (-2.75423, -0.26322, 0.87302)  -0.10
O (-3.12705, 0.95307, 1.60240)  -0.64
H (-3.34753, -1.17090, 0.98351)  0.30
H (-2.82078, 0.04643, -0.16995)  -0.10
H (-1.74514, -0.43314, 1.24848)  0.52
H (-2.63973, 1.71960, 1.29169)  0.31

Forces on atoms 1 to 2 (eV/Å):
C 0.4 3.2 0.6
O -1.1 -1.5 -2.0

Values from the calculation:
highest occupied orbital energy: 1.93 eV
gap between HOMO and LUMO: 3.33 eV
energy relative to the best compared isomer or geometry (same formula, charge and spin): 113.4 kcal/mol
total charge: -2
strongest force on any atom: 3.2 eV/Å
energy: -18851.9289 eV



Entry 2:
Entry from the Open Molecules 2025 dataset: a 5-piece molecular cluster, C6H23NO4 overall at a distorted geometry (ωB97M-V with the def2-TZVPD basis set).

Last column: Mulliken charge in e.
Cartesian coordinates (Å):
C (1.93658, -0.48490, -2.02396)  -1.31
C (0.67854, -0.06986, -1.30990)  -0.17
N (0.37624, -0.91938, -0.15932)  -0.16
C (-0.51882, -0.24970, 0.79936)  0.41
C (-1.79767, 0.28683, 0.04168)  -1.19
C (-0.97424, -1.33599, 1.73823)  -0.74
C (-1.75262, -0.88039, 2.97781)  -1.32
H (2.31567, -1.47565, -1.71638)  0.30
H (2.77383, 0.21683, -1.89744)  0.25
H (1.78444, -0.45262, -3.12793)  0.38
H (-0.18775, 0.03521, -1.97433)  0.18
H (0.69811, 0.96909, -0.91922)  0.33
H (0.14767, -1.84007, -0.51872)  0.25
H (0.03497, 0.53825, 1.34545)  0.23
H (-1.93380, -0.36871, -0.83114)  0.16
H (-2.69503, 0.16709, 0.64163)  0.32
H (-1.55149, 1.28035, -0.38455)  0.37
H (-1.62182, -2.01179, 1.22014)  0.32
H (-0.10777, -1.93550, 2.03435)  0.53
H (-2.83129, -0.80311, 2.75871)  0.34
H (-1.51244, -1.60204, 3.74245)  0.37
H (-1.50115, 0.14458, 3.32508)  0.28
O (-1.37598, 2.91404, -2.67461)  -0.55
H (-0.96776, 3.34673, -3.42929)  0.27
H (-2.07639, 3.46369, -2.31554)  0.29
O (2.69710, -1.22738, 1.71069)  -0.76
H (1.74210, -1.34546, 1.54097)  0.34
H (3.04480, -1.76784, 0.99225)  0.27
O (-2.11068, 0.24729, -3.45151)  -0.64
H (-2.47369, 0.55387, -2.61360)  0.34
H (-2.30241, -0.69559, -3.47933)  0.30
O (2.79822, 1.20916, 2.79172)  -0.66
H (2.82447, 0.26524, 2.52928)  0.38
H (2.25305, 1.32989, 3.56996)  0.28

Forces on atoms 1 to 2 (eV/Å):
C 0.9 0.3 -1.3
C -0.7 1.2 0.7

Values from the calculation:
highest occupied orbital energy: -8.74 eV
gap between HOMO and LUMO: 9.28 eV
energy relative to the best compared isomer or geometry (same formula, charge and spin): 38.2 kcal/mol
structure (SMILES): CCN[C@@H](C)CC.O.O.O.O
strongest force on any atom: 2.3 eV/Å
energy: -16274.4752 eV



Entry 3:
Entry from the Open Molecules 2025 dataset: a 5-piece molecular cluster, C6H23NO5 overall at a distorted geometry (ωB97M-V with the def2-TZVPD basis set).

Last column: Mulliken charge in e.
Cartesian coordinates (Å):
C (-0.89570, -1.61784, 2.45280)  -1.08
C (-1.91462, -1.00136, 1.43259)  -0.49
C (-1.21287, -0.29466, 0.29898)  -0.69
N (-0.97412, -1.18543, -0.85040)  0.30
C (-2.14987, -1.26165, -1.69078)  -1.13
C (0.22933, -0.80762, -1.57472)  -0.64
C (1.40752, -1.56874, -0.99105)  -0.09
O (1.45401, -2.89080, -1.58202)  -0.62
H (-1.40440, -2.37884, 3.01744)  0.40
H (-0.02691, -2.03676, 1.94209)  0.21
H (-0.48914, -0.83956, 3.11000)  0.22
H (-2.48006, -0.31328, 2.07259)  0.28
H (-2.55759, -1.83012, 1.13051)  0.30
H (-0.23552, 0.12901, 0.55369)  0.44
H (-1.80776, 0.56357, -0.05566)  0.34
H (-2.45817, -0.28052, -2.10237)  0.37
H (-2.99986, -1.65726, -1.14776)  0.27
H (-1.89828, -1.88422, -2.53869)  0.39
H (0.35054, 0.25208, -1.71818)  0.10
H (0.08787, -1.15966, -2.59991)  0.53
H (2.35467, -1.18573, -1.37311)  0.26
H (1.29720, -1.72094, 0.07157)  0.06
H (0.64702, -3.39320, -1.42094)  0.32
O (1.99739, 2.21570, -1.61957)  -0.60
H (1.04665, 2.23187, -1.42699)  0.29
H (2.39482, 2.35682, -0.75041)  0.32
O (-2.51955, 3.31531, 0.22287)  -0.63
H (-2.23091, 3.01434, 1.09510)  0.29
H (-1.66652, 3.41752, -0.22132)  0.32
O (3.11276, 1.05891, 0.73436)  -0.60
H (2.48866, 0.96748, 1.46889)  0.29
H (3.27248, 0.12406, 0.54944)  0.30
O (0.74708, 2.33586, 2.32101)  -0.59
H (1.34067, 2.35645, 3.08491)  0.31
H (-0.09369, 2.60649, 2.71054)  0.26

Forces on atoms 1 to 2 (eV/Å):
C 0.0 0.7 -0.9
C 1.1 -0.4 1.9

Values from the calculation:
highest occupied orbital energy: -8.72 eV
gap between HOMO and LUMO: 8.62 eV
energy relative to the best compared isomer or geometry (same formula, charge and spin): 37.5 kcal/mol
structure (SMILES): CCCN(C)CCO.O.O.O.O
strongest force on any atom: 2.3 eV/Å
energy: -18321.6033 eV



Entry 4:
Entry from the Open Molecules 2025 dataset: a 5-piece molecular cluster, C6H23NO5 overall at a distorted geometry (ωB97M-V with the def2-TZVPD basis set).

Last column: Mulliken charge in e.
Cartesian coordinates (Å):
C (-1.77433, -2.31115, 0.27323)  -0.91
C (-1.08703, -1.30709, 1.23207)  -0.64
N (0.11638, -0.60973, 0.79027)  -0.22
C (0.18101, 0.24349, -0.39681)  1.42
C (-1.17406, 0.94137, -0.66241)  -1.37
C (1.35883, 1.17036, -0.25218)  0.26
C (1.89607, 1.79083, -1.54700)  -1.35
O (1.13721, 2.22698, 0.68094)  -0.56
H (-2.13666, -3.19561, 0.78379)  0.37
H (-2.49035, -1.77571, -0.34786)  0.29
H (-1.03632, -2.68354, -0.44383)  0.09
H (-0.74877, -1.82651, 2.12489)  0.59
H (-1.85280, -0.58719, 1.49762)  0.24
H (0.87397, -1.26718, 0.70871)  0.29
H (0.27428, -0.35849, -1.30709)  -0.94
H (-1.43187, 1.62927, 0.14237)  0.28
H (-1.85796, 0.11367, -0.79384)  0.34
H (-1.12362, 1.57361, -1.55309)  0.40
H (2.16062, 0.58518, 0.21905)  0.42
H (2.02888, 2.84928, -1.31626)  0.38
H (1.29553, 1.66960, -2.44469)  0.32
H (2.93024, 1.46431, -1.67377)  0.31
H (1.12578, 1.83225, 1.56989)  0.17
O (-1.18807, -1.15960, -3.52783)  -0.65
H (-1.83100, -0.44077, -3.42424)  0.32
H (-0.54210, -0.76995, -2.91641)  0.30
O (2.04310, 1.72871, 3.40201)  -0.69
H (1.88025, 2.67075, 3.28106)  0.34
H (1.19987, 1.32120, 3.64682)  0.38
O (-0.78752, 0.97907, 3.24972)  -0.74
H (-0.36769, 0.85918, 2.38809)  0.31
H (-1.73794, 1.00681, 3.14066)  0.30
O (1.10821, -2.69273, -1.91194)  -0.60
H (0.59159, -3.50482, -1.90319)  0.30
H (0.96627, -2.16586, -2.70875)  0.28

Forces on atoms 1 to 2 (eV/Å):
C 1.4 0.4 -0.6
C -0.1 -0.5 -0.5

Values from the calculation:
highest occupied orbital energy: -9.19 eV
gap between HOMO and LUMO: 9.62 eV
energy relative to the best compared isomer or geometry (same formula, charge and spin): 26.8 kcal/mol
structure (SMILES): CCN[C@@H](C)[C@@H](C)O.O.O.O.O
strongest force on any atom: 1.8 eV/Å
energy: -18322.0656 eV



Entry 5:
Entry from the Open Molecules 2025 dataset: C6H23NO6V as an isolated structure at a distorted geometry (ωB97M-V with the def2-TZVPD basis set).

Last column: Mulliken charge in e.
Cartesian coordinates (Å):
V (20.85026, -6.66555, 1.04496)  0.97
C (17.79426, -6.02388, 2.26543)  -0.65
O (18.58529, -6.22665, 1.11417)  -0.72
H (17.69508, -4.97203, 2.53349)  0.24
H (16.79131, -6.38359, 2.03567)  0.31
H (17.97373, -6.74923, 3.05901)  0.05
C (24.27358, -6.17508, 1.66832)  -0.82
O (23.12499, -6.87099, 1.11879)  -0.64
H (23.93480, -5.57612, 2.51365)  0.19
H (25.16876, -6.68333, 2.02671)  0.27
H (24.59462, -5.49650, 0.87802)  0.25
C (22.18910, -9.71454, 3.60754)  -1.63
C (20.76554, -9.31484, 3.23156)  0.57
C (19.66392, -9.46250, 4.26908)  -1.06
O (19.88014, -9.02395, 5.58878)  -0.35
C (18.83189, -9.14943, 6.51072)  -0.82
N (20.95499, -7.94717, 2.87465)  -0.09
H (22.58636, -9.00843, 4.33671)  0.48
H (22.85640, -9.74117, 2.74609)  0.41
H (22.25584, -10.72852, 4.00188)  0.41
H (20.41730, -9.82913, 2.33583)  0.02
H (19.47287, -10.52806, 4.39628)  0.52
H (18.71187, -9.13866, 3.84856)  0.48
H (18.58262, -10.18349, 6.74880)  0.32
H (17.90078, -8.66709, 6.21326)  0.33
H (19.04947, -8.77026, 7.50922)  0.27
H (21.96239, -7.90451, 2.93315)  0.14
H (20.75027, -7.34690, 3.66070)  0.25
O (20.99956, -4.98607, 2.84319)  -0.47
H (21.61157, -4.25288, 2.77916)  0.24
H (20.57408, -4.87003, 3.69274)  0.26
O (20.85519, -5.35668, -0.72525)  -0.39
H (21.73533, -5.14765, -1.03814)  0.28
H (20.27872, -5.11185, -1.44910)  0.26
O (20.51831, -8.29582, -0.38239)  -0.44
H (19.82484, -8.21748, -1.03752)  0.27
H (20.78156, -9.21533, -0.42035)  0.26

Forces on atoms 1 to 2 (eV/Å):
V -0.7 0.4 1.0
C -0.1 -1.2 -2.2

Values from the calculation:
highest occupied orbital energy (spin up / spin down): -6.43 / -7.10 eV
gap between HOMO and LUMO (spin up / spin down): 6.55 / 7.22 eV
energy relative to the best compared isomer or geometry (same formula, charge and spin): 27.8 kcal/mol
strongest force on any atom: 2.8 eV/Å
2S+1: 4
energy: -46055.3368 eV



Entry 6:
Entry from the Open Molecules 2025 dataset: C6H24AgBF6NO14S2 as an isolated structure at a distorted geometry (ωB97M-V with the def2-TZVPD basis set).

Last column: Mulliken charge in e.
Cartesian coordinates (Å):
Ag (-2.36773, 1.85257, 0.58089)  0.82
C (-5.03935, 0.43237, 5.40891)  0.65
F (-4.04185, 1.39767, 5.70227)  -0.26
F (-5.17709, -0.18629, 6.60956)  -0.20
F (-6.06695, 1.14334, 5.00405)  -0.19
S (-4.42533, -0.87640, 4.15517)  0.89
O (-3.02479, -1.11700, 4.43371)  -0.63
O (-5.20569, -2.09918, 4.52927)  -0.55
N (-4.59771, -0.13159, 2.54023)  -0.36
S (-5.82773, -0.92972, 2.00008)  0.97
O (-7.01838, -1.28089, 2.84324)  -0.56
O (-6.21814, -0.23736, 0.76017)  -0.70
C (-5.07989, -2.61860, 1.37440)  0.66
F (-5.78194, -2.87039, 0.28051)  -0.23
F (-3.71697, -2.65265, 0.97343)  -0.27
F (-5.28672, -3.59634, 2.21271)  -0.18
B (0.31993, -0.02118, 0.70329)  0.50
H (1.19485, -0.65042, 0.75632)  -0.13
H (0.27349, 0.42850, -0.27645)  -0.24
H (-0.52026, -0.68571, 0.83260)  0.07
H (0.27914, 0.72652, 1.48016)  -0.10
C (5.82268, -0.12580, -4.67583)  -1.36
C (4.27759, 0.30043, -4.86365)  0.23
C (3.77464, 1.40606, -3.89232)  -0.27
O (3.02915, 2.24759, -4.81315)  -0.29
C (3.22661, 1.81118, -6.02998)  0.66
O (2.67319, 2.31207, -6.96740)  -0.57
O (4.08710, 0.82285, -6.08530)  -0.31
H (5.93153, -0.90396, -5.43129)  0.36
H (6.08151, -0.40752, -3.65518)  0.38
H (6.40707, 0.77870, -4.84459)  0.36
H (3.74325, -0.64960, -4.85941)  0.27
H (4.70853, 1.79340, -3.48499)  0.29
H (3.16410, 1.01183, -3.07997)  0.24
O (-2.87348, 0.66458, -2.31769)  -0.54
H (-2.24394, 0.03981, -2.67766)  0.30
H (-3.37342, 0.96564, -3.07641)  0.28
O (4.73307, -2.18696, 0.67584)  -0.62
H (4.53783, -2.80654, 1.37885)  0.33
H (4.17136, -2.46157, -0.04893)  0.30
O (-1.48079, 3.93718, 2.82697)  -0.54
H (-2.06100, 4.51593, 3.32158)  0.29
H (-0.60105, 4.16573, 3.12707)  0.29
O (-0.23152, 3.72683, -1.22596)  -0.57
H (0.41187, 3.03200, -1.36556)  0.30
H (0.19317, 4.51752, -1.55865)  0.29
O (1.51414, -3.50279, 3.46909)  -0.62
H (1.52887, -2.65144, 3.03181)  0.29
H (0.87135, -3.40097, 4.17101)  0.33
O (4.14923, 1.37497, 1.70251)  -0.62
H (4.76042, 0.65480, 1.54745)  0.33
H (3.31307, 0.94545, 1.88302)  0.28
O (0.97302, -2.53254, -2.06315)  -0.61
H (0.99565, -1.99576, -1.27095)  0.26
H (1.11422, -3.42648, -1.75143)  0.31

Forces on atoms 1 to 2 (eV/Å):
Ag -0.1 -0.1 0.0
C 2.4 1.4 1.5

Values from the calculation:
highest occupied orbital energy (spin up / spin down): -9.59 / -9.59 eV
gap between HOMO and LUMO (spin up / spin down): 6.79 / 2.60 eV
energy relative to the best compared isomer or geometry (same formula, charge and spin): 87.4 kcal/mol
strongest force on any atom: 6.0 eV/Å
2S+1: 2
energy: -79405.6635 eV